(1)
# C9H28N6O5

5 unconnected molecules or ions with the total composition C9H28N6O5 at a distorted geometry (ωB97M-V with the def2-TZVPD basis set, OMol25).

The geometry in XYZ format:
```
48
Properties=species:S:1:pos:R:3
O 2.33228 1.19886 -3.46178
O -2.43655 -0.78161 -2.85522
O 0.95731 5.49688 -1.44643
O -0.71361 1.47851 -0.23959
O 0.14242 -1.87682 3.45161
N -0.66975 4.37840 -0.30118
N -4.42805 -1.45088 -2.07655
N 0.99850 0.49375 0.82485
N -3.57237 0.28540 -1.15826
N 0.39073 3.41378 -1.91380
N -0.91978 0.61259 1.90251
C -3.40942 -0.64454 -2.07716
C 0.31185 4.49228 -1.22567
C 3.11852 0.93108 -2.30158
C -0.41359 -4.03562 2.74875
C 4.58035 0.99323 -2.88131
C -0.27011 0.94653 0.76250
C 2.77597 -0.50504 -1.79237
C -0.95408 -2.68241 3.30243
C -1.72741 -2.74718 4.61380
H 1.46975 0.25093 -0.03484
H -2.80671 0.94400 -1.16885
H -1.89877 0.85376 1.96166
H -2.15161 -1.75717 4.78127
H -1.10444 5.22949 0.02560
H -0.95891 -2.88727 5.37397
H -0.74631 3.58257 0.31599
H -4.48505 0.40700 -0.74314
H 1.15659 -0.11167 1.61768
H 3.17753 -0.68726 -0.79555
H -5.12139 -1.39882 -1.34397
H 1.69920 -0.67419 -1.79931
H -2.41720 -3.56751 4.81218
H 5.13670 1.80761 -2.41726
H 0.71178 -2.31787 4.08636
H 2.67169 0.66188 -4.18154
H 3.16574 -1.24855 -2.48762
H -0.01120 -3.82185 1.75856
H 1.15894 3.21715 -2.53931
H -1.64611 -2.14406 2.65486
H 4.52621 0.95318 -3.96922
H 0.25875 -4.58887 3.40448
H -0.55670 -0.08739 2.53362
H 0.09817 2.59624 -1.39792
H -4.43550 -2.27961 -2.65383
H 2.96931 1.77725 -1.63088
H 5.14890 0.13321 -2.52746
H -1.10254 -4.83932 2.48892
```

Results
SMILES string = NC(N)=O.NC(N)=O.NC(N)=O.CC(C)O.CC(C)O
LUMO energy = 0.223 eV
Kohn-Sham gap = 0.319 hartree
ΔE to the lowest compared entry with this formula, charge and spin = 185.4 kJ/mol

(2)
# C46H54CsO5PSSe

A molecular structure, C46H54CsO5PSSe at a distorted geometry (ωB97M-V with the def2-TZVPD basis set, OMol25).

The geometry in XYZ format:
```
109
Properties=species:S:1:pos:R:3
Cs 0.41530 0.02922 0.88428
Se -2.39854 1.91253 -0.26068
S 3.58278 -1.21029 1.00004
P 1.28896 -3.59339 -0.05805
O 2.56713 -1.59243 1.98019
O 3.10076 -0.37100 -0.09033
O 0.15961 2.64560 1.51889
O 4.84055 -0.78003 1.57434
O -2.18903 -0.94417 1.20523
C 0.94412 -4.59673 1.44698
C 0.24035 5.05654 4.61985
C -0.42416 -5.51798 -1.23279
C -4.95110 6.52612 0.62571
C 0.67765 5.10767 3.14365
C 0.08666 -4.63056 3.70742
C -0.55076 4.81150 2.25444
C 1.23448 -4.59561 -2.69238
C -3.12433 8.12959 1.12478
C 1.86384 4.14492 2.98488
C 5.90577 -4.18924 -0.46193
C -4.78338 1.61681 1.27650
C -5.60732 -3.15125 2.78693
C -1.95506 3.48402 0.79028
C -6.97841 1.79832 4.14124
C 5.40455 -3.02465 0.08636
C 0.39013 -3.93672 2.54335
C -0.41567 -6.11292 -3.56700
C 5.01845 -5.17298 -0.88663
C -0.97378 -6.21504 -2.30025
C -4.24441 -2.49483 2.51395
C 1.19529 -5.96589 1.54187
C -5.73261 1.03338 2.10285
C 4.02905 -2.80883 0.21203
C 0.89089 -6.65925 2.70348
C -1.54794 5.76886 2.23835
C -3.31559 -0.37290 1.36760
C -3.76264 6.79852 1.55323
C 0.70076 -4.70937 -1.40641
C -7.01500 3.21770 2.11102
C -6.97592 1.76780 2.60356
C 0.33267 -5.99312 3.78792
C -5.51119 -0.30169 2.46427
C 1.22537 6.51496 2.83836
C -3.55780 -3.38352 1.45816
C -0.71508 3.56448 1.52025
C -2.89668 4.50672 0.76740
C -3.41061 -2.53082 3.80603
C -8.25047 1.06098 2.11592
C 0.69024 -5.29402 -3.75938
C -3.61951 0.95250 0.90855
C -4.30567 6.94522 2.98473
C 3.65983 -4.96813 -0.76007
C -4.40403 -1.02947 2.07428
C 3.12824 -3.78675 -0.21753
C -2.73296 5.67209 1.50323
H -6.26926 -0.78395 3.07234
H -7.86055 2.32564 4.52168
H -6.08093 2.30996 4.49576
H 2.19947 4.09827 1.94954
H -5.47206 5.61344 0.92268
H 0.48959 7.29991 3.02054
H 2.99441 -5.75061 -1.10213
H -0.55596 5.77754 4.82275
H 2.09749 6.72079 3.46785
H -0.13879 4.05833 4.84957
H 0.09172 -6.53865 4.69259
H -4.11261 -3.33492 0.51574
H -9.14871 1.57576 2.47582
H -4.62199 6.41953 -0.41031
H 1.62474 -6.49428 0.69894
H -6.23733 -3.09908 1.89492
H -6.14287 -2.68503 3.61711
H -0.88078 -5.59372 -0.25267
H -6.97645 0.78785 4.55453
H -2.53979 -3.05839 1.27132
H -4.77968 6.01119 3.29520
H -5.45678 -4.20290 3.04779
H -0.34812 -4.10467 4.54822
H 2.68999 4.50585 3.60976
H -7.90900 3.71886 2.49398
H -2.43691 -2.07604 3.60978
H -8.28207 0.02808 2.46815
H -2.74304 8.04480 0.10448
H -3.91108 -1.95921 4.59282
H 0.22172 -2.86782 2.49903
H -3.25872 -3.55882 4.15624
H -5.04509 7.75245 3.04164
H 1.53376 6.57349 1.79172
H -6.13536 3.76255 2.46213
H 1.60246 3.13603 3.28907
H -7.03988 3.26209 1.01984
H -1.84842 -6.83491 -2.14327
H -8.26938 1.04781 1.02356
H -4.91928 2.62628 0.91336
H -0.84566 -6.65577 -4.40010
H 6.97682 -4.32914 -0.54817
H -3.50048 7.16328 3.68930
H 5.38918 -6.09932 -1.31158
H 1.12566 -5.19288 -4.74638
H -1.40619 6.66427 2.83710
H -3.85851 8.94249 1.15887
H 1.08855 -7.72350 2.76455
H 1.08456 5.27439 5.28394
H 6.06956 -2.25194 0.44461
H -5.65974 7.35798 0.67902
H 2.09112 -3.94930 -2.84867
H -3.56459 -4.42259 1.80721
H -2.29066 8.39481 1.77750
H -3.77235 4.36447 0.14791
```

Results
LUMO energy = 3.837 eV
Kohn-Sham gap = 0.202 hartree
Charge = -2
ΔE to the lowest compared entry with this formula, charge and spin = 73.4 kJ/mol